ORCA calculation (the ωB97M-V functional and the def2-TZVPD basis) on a structure of composition C16H29LaN2.

```
! wB97M-V def2-TZVPD RIJCOSX def2/J DEFGRID3
* xyz 2 1
C -2.061 -0.484 0.482
H -2.182 -0.189 1.527
H -2.717 0.158 -0.120
H -0.270 1.062 0.963
C -2.410 -1.957 0.296
H -1.931 -2.350 -0.610
H -2.003 -2.539 1.132
C -3.927 -2.188 0.205
H -4.160 -3.245 0.028
H -4.426 -1.882 1.131
H -4.362 -1.604 -0.615
C 1.464 0.251 -1.845
C 0.477 -0.703 -2.318
C -0.774 -0.031 -2.399
C -0.592 1.324 -1.933
C 0.813 1.501 -1.634
C 1.471 2.792 -1.250
C -1.638 2.398 -1.961
C -2.056 -0.586 -2.936
C 0.767 -2.109 -2.754
C 2.935 -0.016 -1.716
La -0.115 0.016 -0.204
H -1.420 3.182 -1.232
H -1.694 2.865 -2.954
H -2.628 1.992 -1.730
H 0.751 3.491 -0.817
H 2.267 2.632 -0.518
H 1.917 3.272 -2.132
H 3.132 -1.068 -1.491
H 3.454 0.226 -2.652
H 3.380 0.587 -0.921
H -0.141 -2.716 -2.771
H 1.200 -2.122 -3.763
H 1.481 -2.594 -2.082
H -2.923 -0.199 -2.391
H -2.178 -0.305 -3.990
H -2.078 -1.677 -2.877
C 2.217 1.591 4.636
N 2.071 0.211 4.202
C 2.270 -0.908 5.085
C 1.660 -0.071 2.914
N 1.267 -0.271 1.849
H 2.544 1.653 5.696
H 1.243 2.122 4.551
H 2.964 2.120 4.006
H 1.314 -1.470 5.171
H 3.042 -1.577 4.649
H 2.589 -0.583 6.094
*
```

* HOMO energy (spin up / spin down): -14.983 / -14.831 eV

=====

ORCA calculation (the ωB97M-V functional and the def2-TZVPD basis) on an isolated molecule of C16H29N3O2S.

```
! wB97M-V def2-TZVPD RIJCOSX def2/J DEFGRID3
* xyz 0 1
C 1.045 -3.739 -2.159
C -0.198 -3.458 -1.816
C -0.819 -3.853 -0.509
N -1.506 -2.748 0.110
C -0.984 -1.597 0.637
N -1.926 -0.816 1.068
N -3.089 -1.466 0.811
C -2.876 -2.664 0.216
S -3.987 -3.773 -0.258
H -3.979 -1.064 1.052
C 0.474 -1.318 0.742
C 0.753 0.160 0.461
H 0.127 0.785 1.094
C 0.473 0.492 -1.005
C 0.694 1.982 -1.290
O 0.493 2.169 -2.675
C 0.902 3.423 -3.175
C 0.010 4.593 -2.751
C -1.430 4.390 -3.206
H -1.484 4.361 -4.292
H -1.814 3.449 -2.820
H -2.062 5.199 -2.849
H 0.044 4.704 -1.666
H 0.419 5.504 -3.192
H 1.942 3.622 -2.872
H 0.867 3.310 -4.262
H -0.007 2.581 -0.695
H 1.723 2.265 -1.019
O 1.325 -0.283 -1.816
H 1.287 0.103 -2.701
H -0.577 0.256 -1.244
H 1.805 0.364 0.663
H 0.989 -1.898 -0.030
C 0.992 -1.782 2.119
C 0.378 -1.042 3.313
C 1.270 0.070 3.864
C 0.603 0.789 5.031
H -0.333 1.242 4.712
H 1.250 1.571 5.420
H 0.387 0.090 5.837
H 2.217 -0.360 4.199
H 1.492 0.793 3.078
H -0.586 -0.621 3.022
H 0.192 -1.755 4.119
H 2.077 -1.663 2.130
H 0.781 -2.850 2.208
H -0.067 -4.254 0.176
H -1.590 -4.616 -0.683
H -0.854 -2.923 -2.487
H 1.448 -3.452 -3.113
H 1.709 -4.273 -1.499
*
```

* HOMO energy: -7.849 eV

=====

ORCA calculation (the ωB97M-V functional and the def2-TZVPD basis) on an isolated molecule of C16H29N3O6S.

```
! wB97M-V def2-TZVPD RIJCOSX def2/J DEFGRID3
* xyz 0 1
C 4.033 2.702 2.095
C 4.350 2.218 1.041
C 4.579 1.518 -0.248
C 3.411 1.700 -1.255
C 2.460 0.482 -1.355
C 1.405 0.363 -0.218
C 0.553 1.614 0.027
O 1.260 2.610 0.757
N 1.091 3.904 0.216
O -0.012 4.275 0.291
O 2.158 0.058 0.983
S 2.571 -1.498 1.044
O 3.952 -1.725 0.812
O 2.226 -2.008 2.323
O 1.632 -1.964 -0.176
C 0.598 -0.977 -0.392
C 0.023 -1.299 -1.775
C -1.171 -0.400 -2.214
C -2.585 -1.012 -2.006
C -3.408 -0.427 -0.839
C -3.415 1.106 -0.765
N -4.461 1.599 0.149
N -0.342 -1.145 0.705
C -0.673 -2.539 1.002
C -1.956 -2.650 1.866
C -1.932 -1.670 3.063
H 3.464 3.164 2.868
H 5.509 1.952 -0.640
H 4.799 0.460 -0.065
H 2.878 2.644 -1.114
H 3.889 1.787 -2.243
H 1.870 0.618 -2.276
H 3.066 -0.423 -1.451
H -0.327 1.321 0.612
H 0.251 1.986 -0.961
H 0.806 -1.174 -2.532
H -0.275 -2.352 -1.843
H -1.052 -0.249 -3.296
H -1.039 0.588 -1.760
H -2.443 -2.087 -1.817
H -3.159 -0.959 -2.938
H -4.455 -0.727 -1.009
H -3.149 -0.838 0.144
H -2.435 1.399 -0.327
H -3.435 1.590 -1.749
H -4.302 2.594 0.289
H -4.231 1.200 1.058
H -1.170 -0.576 0.583
H -0.867 -3.148 0.102
H 0.112 -3.020 1.592
H -2.867 -2.565 1.260
H -1.941 -3.662 2.289
H -0.937 -1.684 3.518
H -2.242 -0.658 2.774
H -2.667 -2.015 3.802
*
```

* HOMO energy: -9.540 eV

=====

ORCA calculation (the ωB97M-V functional and the def2-TZVPD basis) on a cluster of 2 separate species, C16H29N6O2PSi in total.

```
! wB97M-V def2-TZVPD RIJCOSX def2/J DEFGRID3
* xyz 0 1
C -3.491 0.463 -4.714
C -2.329 0.755 -4.685
C -0.913 1.103 -4.647
C -0.112 0.375 -3.565
C -0.520 0.807 -2.140
C -0.968 -0.311 -1.178
C -1.929 -1.199 -1.844
N -2.650 -1.985 -2.269
P 0.492 -1.425 -0.891
N 1.796 -0.737 -0.372
C -1.643 0.264 0.139
C -2.999 0.672 -0.234
N -4.064 1.022 -0.481
C -1.832 -0.845 1.226
C -0.645 -1.085 2.163
C -0.868 -0.575 3.576
N 0.264 -0.117 4.275
O -1.952 -0.595 4.095
Si -0.931 1.944 0.831
C 0.904 1.963 1.171
C -1.920 2.298 2.395
C -1.287 3.369 -0.350
H -4.527 0.243 -4.804
H -0.477 0.845 -5.615
H -0.803 2.182 -4.527
H 0.929 0.657 -3.727
H -0.162 -0.702 -3.711
H -1.356 1.496 -2.243
H 0.324 1.323 -1.687
H 0.656 -1.997 -2.162
H -0.015 -2.475 -0.109
H 2.073 -1.158 0.514
H -2.040 -1.767 0.682
H -2.725 -0.623 1.802
H 0.298 -0.733 1.753
H -0.525 -2.167 2.277
H 0.204 0.871 4.485
H 1.121 -0.312 3.775
H 1.212 1.336 2.004
H 1.508 1.726 0.300
H 1.133 2.994 1.459
H -2.498 1.442 2.735
H -2.641 3.086 2.182
H -1.280 2.631 3.211
H -0.432 3.501 -1.012
H -2.178 3.189 -0.948
H -1.403 4.286 0.224
C 4.621 -3.076 1.157
O 3.540 -2.548 0.954
N 5.787 -2.512 0.727
N 4.745 -4.265 1.819
H 6.689 -2.921 0.875
H 5.716 -1.643 0.231
H 3.903 -4.701 2.143
H 5.624 -4.714 1.990
*
```

* HOMO energy: -8.870 eV

=====

ORCA calculation (the ωB97M-V functional and the def2-TZVPD basis) on a structure of composition C16H30AsCl2O2PdS4SbSi3.

```
! wB97M-V def2-TZVPD RIJCOSX def2/J DEFGRID3
* xyz -2 3
Pd 0.397 1.455 1.289
S 3.917 3.787 1.725
As 2.685 2.074 1.377
S 1.550 2.409 -0.716
S 1.743 1.346 3.293
S 4.269 0.673 0.853
Cl -5.811 4.893 3.907
C -4.250 4.555 3.177
C -3.171 5.418 3.461
C -1.950 5.177 2.917
Cl -0.631 6.249 3.267
C -1.656 4.051 2.018
O -0.523 3.879 1.557
C -2.823 3.221 1.752
C -2.789 2.052 0.925
O -1.852 1.584 0.278
C -4.074 3.493 2.349
H -3.318 6.270 4.111
H -3.764 1.519 0.885
H -4.908 2.835 2.127
C -2.461 -1.332 0.674
Si -1.510 -0.843 -0.886
C -1.313 -2.580 -1.728
C -2.538 0.022 -2.214
Sb 1.042 -0.344 -0.368
Si 2.007 -0.654 -2.749
C 3.781 -0.047 -2.749
C 1.902 -2.417 -3.439
C 0.952 0.478 -3.829
Si 1.849 -2.575 0.899
C 3.607 -2.624 1.563
C 1.453 -4.268 0.102
C 0.685 -2.424 2.386
H -3.389 -0.767 0.784
H -1.865 -1.147 1.571
H -2.704 -2.395 0.636
H -2.150 -3.245 -1.490
H -0.403 -3.088 -1.413
H -1.257 -2.488 -2.815
H -3.546 0.206 -1.833
H -2.609 -0.621 -3.091
H -2.119 0.981 -2.518
H 4.380 -0.545 -1.985
H 3.779 1.011 -2.478
H 4.251 -0.179 -3.729
H 1.639 -3.153 -2.684
H 2.864 -2.707 -3.870
H 1.146 -2.467 -4.225
H 0.691 1.373 -3.257
H 0.022 -0.019 -4.114
H 1.470 0.797 -4.737
H 4.363 -2.503 0.785
H 3.776 -3.572 2.082
H 3.739 -1.793 2.257
H 1.368 -4.232 -0.982
H 0.501 -4.635 0.489
H 2.228 -5.003 0.338
H 0.510 -1.369 2.617
H 1.096 -2.886 3.289
H -0.278 -2.889 2.160
*
```

* HOMO energy (spin up / spin down): -0.446 / -1.573 eV

=====

ORCA calculation (the ωB97M-V functional and the def2-TZVPD basis) on a structure of composition C16H30BCl2F2O2RuSbSi3.

```
! wB97M-V def2-TZVPD RIJCOSX def2/J DEFGRID3
* xyz 2 1
Ru -0.077 1.097 -0.737
Cl -2.432 1.411 8.740
C -1.931 1.151 7.116
C -2.594 0.178 6.346
C -2.236 -0.074 5.041
Cl -3.062 -1.265 4.114
C -1.188 0.644 4.457
O -0.831 0.408 3.207
C -0.531 1.621 5.233
C 0.501 2.341 4.620
O 0.873 2.152 3.421
C -0.907 1.873 6.572
H -3.405 -0.385 6.790
H 1.041 3.117 5.160
H -0.390 2.626 7.152
C 4.795 -2.004 -1.942
Si 2.981 -2.271 -2.190
C 2.425 -2.241 -3.961
C 2.262 -3.632 -1.153
Sb 1.957 0.005 -1.240
Si -0.905 -0.986 -0.811
C -1.311 -1.931 -2.347
C -0.992 -2.048 0.696
C -2.204 0.580 -0.516
Si -0.376 1.879 -2.898
C -1.740 1.295 -4.014
C 1.097 2.382 -3.910
C -0.921 3.243 -1.663
H 5.331 -2.877 -2.325
H 5.055 -1.899 -0.887
H 5.162 -1.132 -2.484
H 2.817 -3.136 -4.456
H 2.821 -1.379 -4.499
H 1.340 -2.260 -4.068
H 2.711 -4.574 -1.484
H 1.182 -3.733 -1.263
H 2.505 -3.513 -0.096
H -0.546 -2.699 -2.498
H -1.356 -1.313 -3.241
H -2.259 -2.462 -2.232
H -0.091 -2.667 0.746
H -1.850 -2.723 0.653
H -1.040 -1.463 1.614
H -2.782 -0.372 -0.574
H -2.707 1.201 -1.251
H -2.386 0.927 0.500
H -1.370 0.544 -4.715
H -2.064 2.149 -4.616
H -2.618 0.897 -3.506
H 1.530 1.506 -4.405
H 1.871 2.857 -3.306
H 0.804 3.076 -4.702
H -1.977 3.457 -1.831
H -0.317 4.125 -1.878
H -0.841 3.144 -0.560
F -0.297 1.807 1.417
B 0.251 1.101 2.551
F 1.225 0.245 2.111
*
```

* HOMO energy: -13.835 eV